Entry 1:
# C8H11N2O3

A 2-piece molecular cluster, C8H11N2O3 overall (ωB97M-V/def2-TZVPD, the OMol25 dataset).

```
24
Properties=species:S:1:pos:R:3:forces:R:3:nbo_charge:R:1
C -1.9411 0.2345 -1.4879 2.22 -2.67 -2.81 0.548
C 2.1695 -0.2906 -0.4266 -2.83 -1.83 1.24 0.767
C -2.6061 0.9800 -0.7234 -1.50 1.97 1.34 -0.419
C -3.1581 0.5335 0.7241 1.78 -0.27 -1.50 0.626
C 3.1064 2.0258 -0.4170 -0.75 -0.35 0.05 0.920
C -4.1916 1.5115 1.1267 -1.15 2.47 -2.02 -0.757
C 2.7443 -2.2790 0.9961 -1.06 -2.80 1.58 -0.633
C 3.2485 -1.0483 0.4036 -1.87 0.75 -3.91 -0.481
N 2.3393 1.0919 -0.3744 -1.04 -1.20 -1.13 -0.627
N -1.1111 -0.5236 -2.1560 -2.03 1.66 2.44 -0.675
O -2.6701 -0.4371 1.2267 -1.10 1.01 0.21 -0.442
O 3.6620 3.0281 -0.4405 0.69 0.43 -0.03 -0.413
O 1.0929 -0.8871 -0.8193 4.19 2.76 0.94 -0.640
H -2.9469 2.0350 -0.8856 0.83 -1.14 -0.57 0.309
H -4.8338 1.9731 0.2482 1.21 -1.67 1.34 0.254
H -4.8076 1.0815 1.8192 -1.87 -1.30 1.71 0.264
H -3.9547 2.4827 1.5907 1.20 -0.53 0.02 0.291
H 1.7107 -2.2326 1.4178 1.00 0.48 0.24 0.231
H 3.4760 -2.6856 1.7281 -0.67 0.42 -0.15 0.242
H 2.5937 -3.1316 0.3075 0.46 0.71 -0.28 0.235
H 3.9197 -1.2924 -0.4031 1.00 -0.18 -0.24 0.248
H 3.6678 -0.2617 0.9348 1.00 0.74 1.77 0.229
H -1.3092 -1.3346 -2.7357 -0.75 0.41 -0.15 0.453
H -0.2007 -0.5735 -1.6539 1.03 0.12 -0.10 0.470
```
Forces are in eV/Å.

Values from the calculation:
E   -646.3199 Ha
LUMO energy   -4.45 eV
Total charge   +1
HOMO   -0.523 Eh
Orbital gap   9.771 eV

***

Entry 2:
# C5H10O

A 3-piece molecular cluster, C5H10O overall (ωB97M-V/def2-TZVPD, the OMol25 dataset).

```
16
Properties=species:S:1:pos:R:3:forces:R:3:nbo_charge:R:1
C 1.7189 -1.1988 -0.9264 0.75 1.11 -0.15 -0.338
C 0.4303 0.7794 0.0567 0.11 -0.93 1.19 0.110
C -0.8087 0.1459 -0.5863 -0.44 1.42 -3.44 -0.447
C -1.6744 0.5606 0.6269 0.76 -1.32 0.35 -0.418
C -0.3772 0.4469 1.4623 1.19 2.77 0.21 -0.415
H 0.6580 -2.1727 -0.4310 3.79 2.93 -1.42 0.199
H 2.9731 -1.3723 -0.6762 -4.11 -0.44 -1.06 0.246
H 1.5022 -1.0189 -2.3865 0.59 -0.55 4.72 0.195
H 0.5721 1.9063 -0.2210 -0.54 -2.00 0.91 0.195
H -0.9730 0.6391 -1.6142 -0.43 -0.61 1.38 0.202
H -0.7405 -0.9365 -0.8664 -0.13 0.98 1.00 0.229
H -2.4800 -0.0954 0.9434 -0.04 -0.20 -0.15 0.206
H -2.0649 1.5503 0.6245 -0.11 0.89 -0.44 0.208
H -0.1811 1.1655 2.3388 -0.48 -1.02 -1.24 0.202
H -0.2756 -0.5670 1.8180 0.55 -0.34 -0.19 0.208
O 1.7209 0.1677 -0.1626 -1.45 -2.67 -1.68 -0.583
```
Forces are in eV/Å.

Values from the calculation:
E   -271.5244 Ha
LUMO energy   0.54 eV
Total charge   0
HOMO   -0.339 Eh
Orbital gap   9.775 eV

***

Entry 3:
# C4H6N2O2

An isolated molecule of C4H6N2O2 (ωB97M-V/def2-TZVPD, the OMol25 dataset).

```
14
Properties=species:S:1:pos:R:3:forces:R:3:nbo_charge:R:1
C -1.7807 0.8623 -0.4244 0.30 1.15 -0.29 -0.880
C -1.3081 -0.4171 -0.3482 -0.92 -0.55 -0.96 0.687
O -1.5784 -1.5132 -0.7464 1.36 0.95 0.52 -0.531
N 0.3947 -0.2344 0.1785 -0.37 -0.08 -0.01 -0.289
C 1.2672 -1.4004 0.2366 0.07 0.14 0.10 -0.425
N 0.7290 0.8976 1.0900 -0.20 0.18 -0.05 -0.471
C 0.7647 1.1742 -0.2531 0.46 -1.13 0.22 0.841
O 1.3313 1.7619 -1.1045 -0.64 -0.11 0.20 -0.484
H -1.9731 1.5501 0.3792 0.57 -0.02 0.31 0.227
H -2.1499 1.1940 -1.3851 -0.70 -0.50 0.08 0.251
H 2.3159 -1.1097 0.1971 -0.02 -0.04 0.00 0.217
H 1.0511 -1.9510 1.1525 0.08 0.04 0.00 0.217
H 1.0036 -2.0248 -0.6144 0.05 0.03 -0.01 0.242
H -0.0672 1.2103 1.6422 -0.03 -0.05 -0.12 0.399
```
Forces are in eV/Å.

Values from the calculation:
E   -415.8343 Ha
LUMO energy   0.54 eV
Total charge   0
SMILES string   C=C([O-])[N@+]1(C)NC1=O
HOMO   -0.292 Eh
Orbital gap   8.485 eV

***

Entry 4:
# BrClFHSi

A 2-piece molecular cluster, BrClFHSi overall (ωB97M-V/def2-TZVPD, the OMol25 dataset).

```
5
Properties=species:S:1:pos:R:3:forces:R:3:nbo_charge:R:1
F -0.6624 -1.4928 -1.4622 -0.01 -0.68 0.34 -0.633
Si -1.0405 -0.1043 -0.8665 -2.90 -0.28 -0.70 1.737
Cl -1.2139 1.0456 -2.4900 -0.22 0.26 0.40 -0.322
Br -3.3101 -0.0760 1.3157 1.48 -0.13 -1.93 -0.597
H -0.4795 0.2895 0.2980 1.64 0.83 1.89 -0.185
```
Forces are in eV/Å.

Values from the calculation:
E   -3424.2191 Ha
LUMO energy   -1.76 eV
Total charge   0
HOMO   -0.347 Eh
Orbital gap   7.674 eV

***

Entry 5:
# C4H4N2OS

An isolated molecule of C4H4N2OS (ωB97M-V/def2-TZVPD, the OMol25 dataset).

```
12
Properties=species:S:1:pos:R:3:forces:R:3:nbo_charge:R:1
H -3.4882 -0.8303 0.1639 1.62 -0.62 0.29 0.340
N -2.5003 -1.2313 0.2137 -2.50 -0.34 -0.46 -0.718
C -1.6327 -0.3561 0.0070 1.00 0.34 0.39 0.335
N -1.7469 0.9891 -0.0708 0.45 -1.03 -0.04 -0.837
S 0.0308 -1.1083 -0.1168 -0.02 0.77 0.30 0.258
C 1.1693 0.2678 0.0651 0.17 -0.95 -0.47 0.353
O 0.8843 1.4337 0.0857 0.11 0.53 0.18 -0.541
C 2.5518 -0.2128 0.0770 -0.52 -0.17 0.12 -0.151
C 3.6285 -0.7373 0.0423 1.03 0.05 -0.25 -0.108
H -2.6480 1.3523 -0.2297 -0.82 0.58 -0.11 0.392
H -0.9068 1.5092 -0.1811 0.35 0.73 -0.15 0.428
H 4.6582 -1.0759 -0.0566 -0.89 0.13 0.19 0.249
```
Forces are in eV/Å.

Values from the calculation:
E   -737.6843 Ha
LUMO energy   -0.13 eV
Total charge   0
SMILES string   [H]/N=C(\N)SC(=O)C#C
HOMO   -0.350 Eh
Orbital gap   9.379 eV

***

Entry 6:
# CHN3OS

An isolated molecule of CHN3OS (ωB97M-V/def2-TZVPD, the OMol25 dataset).

```
7
Properties=species:S:1:pos:R:3:forces:R:3:nbo_charge:R:1
O -1.8304 1.4409 -0.9174 -0.13 0.31 -0.14 -0.530
C -1.7502 0.3294 -0.5282 2.98 -0.86 0.99 0.420
N -0.3433 -0.3107 0.0100 -3.78 1.95 -1.54 -0.461
N -0.4890 -1.5334 0.3852 2.29 -0.27 0.65 0.053
N -1.5955 -2.0428 0.2994 -1.36 -1.28 0.10 -0.345
S -2.8091 -1.0037 -0.3279 -0.18 0.31 -0.15 0.442
H 0.5252 0.1928 0.0625 0.18 -0.17 0.09 0.420
```
Forces are in eV/Å.

Values from the calculation:
E   -676.3484 Ha
LUMO energy   0.79 eV
Total charge   0
SMILES string   O=c1[nH]nns1
HOMO   -0.368 Eh
Orbital gap   10.805 eV

***

Entry 7:
# C7H7Cl2O3P

An isolated molecule of C7H7Cl2O3P (ωB97M-V/def2-TZVPD, the OMol25 dataset).

```
20
Properties=species:S:1:pos:R:3:forces:R:3:nbo_charge:R:1
C -0.3935 -1.6556 1.5743 0.09 0.69 0.29 -0.293
C -0.2275 -0.5119 0.9459 1.78 1.33 -2.06 -0.100
C 1.0970 0.0196 0.4834 2.17 -2.79 0.19 -0.666
C -1.3881 0.2071 0.3732 0.75 -1.00 1.45 0.508
O -2.5084 -0.0637 0.6874 -1.65 -0.03 0.32 -0.510
C -1.2755 1.0988 -0.7812 0.68 -0.24 -5.34 -0.206
P -2.5688 2.3871 -0.7659 -0.39 0.35 1.69 1.782
O -2.7183 2.9729 0.5749 -0.08 -0.22 -0.59 -1.037
Cl -4.2663 1.4919 -1.4273 0.50 0.50 -0.30 -0.224
Cl -1.9454 3.8146 -2.0365 -0.45 -0.40 -0.42 -0.215
C -1.2135 0.1685 -2.2551 -0.30 1.41 3.57 -0.261
C -0.1195 0.8897 -2.4945 -0.87 -0.04 0.50 0.137
O -0.0521 1.7150 -1.3889 -0.16 -0.10 0.21 -0.493
H 0.3219 -2.3952 1.8577 0.65 0.03 0.04 0.209
H -1.3579 -1.7264 1.9438 -2.00 -1.03 0.48 0.214
H 1.2373 0.5185 -0.4696 -0.50 -0.71 -0.01 0.245
H 1.7911 -0.9004 0.5572 -0.62 1.55 -0.32 0.209
H 1.5255 0.7358 1.1389 0.14 0.68 1.15 0.230
H -1.7782 -0.7398 -2.3372 0.07 -0.02 -0.86 0.250
H 0.5884 0.9810 -3.3006 0.19 0.05 0.03 0.219
```
Forces are in eV/Å.

Values from the calculation:
E   -1758.3245 Ha
LUMO energy   -0.38 eV
Total charge   0
SMILES string   C=C(C)C(=O)[C@]1(P(=O)(Cl)Cl)C=CO1
HOMO   -0.370 Eh
Orbital gap   9.694 eV

***

Entry 8:
# C6H7N2O2

An isolated ion of composition C6H7N2O2 and charge +1 (ωB97M-V/def2-TZVPD, the OMol25 dataset).

```
17
Properties=species:S:1:pos:R:3:forces:R:3:lowdin_spin:R:1
C 0.2424 -1.4064 -0.0265 0.56 0.24 -0.01 -0.016
C 1.4106 -0.7423 -0.0557 -0.24 -0.35 -0.03 0.014
C -1.1039 -0.8766 0.0204 -1.57 -0.21 0.12 0.009
C 0.7307 1.6470 -0.0659 -2.66 -2.44 0.08 0.107
C 1.6476 0.6866 -0.0607 -0.04 -0.14 0.22 -0.001
C -1.3901 0.4039 0.0532 6.89 2.09 -0.34 -0.030
N -3.7804 0.6142 0.0422 -1.24 0.82 0.93 0.847
N 3.8926 0.2191 0.1088 1.42 -2.64 0.37 0.706
O 2.9732 1.1170 -0.0422 -1.52 2.55 -0.39 0.218
O -2.4812 1.2263 -0.0233 -1.83 -0.33 -0.03 0.091
H 0.2902 -2.4855 -0.0335 0.03 -0.04 0.00 -0.001
H 2.3250 -1.3218 -0.0739 -0.06 -0.01 0.04 0.001
H -1.8903 -1.6283 0.0690 -0.07 0.00 -0.08 0.001
H 0.6577 2.7071 -0.0756 -0.21 0.43 0.06 0.007
H -3.8448 -0.0600 -0.7147 0.79 -0.37 -0.69 0.024
H 4.7981 0.6991 0.1418 -0.47 0.52 -0.12 0.022
H -2.5041 1.9059 0.6914 0.22 -0.13 -0.15 -0.001
```
Forces are in eV/Å.

Values from the calculation:
E   -492.0761 Ha
LUMO energy (spin up / spin down)   -5.12 / -6.95 eV
<S²>   2.0154
Total charge   +1
2S+1   3
HOMO (spin up / spin down)   -0.445 / -0.484 Eh
Orbital gap (spin up / spin down)   6.980 / 6.221 eV

***

Per-record ΔE to the lowest compared entry with this formula, charge and spin, kJ/mol: 266.24; 599.17; 541.72; 264.36; 223.69; 172.53; 32.19; 855.25